(1)
{"formula": "C54H47N10NaO5S2", "method": "wB97M-V/def2-TZVPD", "elements": ["Na", "O", "C", "N", "C", "C", "C", "C", "C", "C", "N", "C", "O", "C", "C", "C", "C", "C", "N", "C", "C", "C", "C", "C", "N", "H", "H", "H", "H", "H", "H", "H", "H", "H", "H", "H", "H", "N", "C", "C", "C", "C", "C", "C", "N", "C", "C", "C", "S", "C", "N", "H", "H", "H", "H", "H", "H", "H", "C", "C", "C", "N", "C", "S", "N", "C", "O", "C", "C", "C", "C", "C", "C", "H", "H", "H", "H", "H", "H", "H", "H", "H", "H", "H", "H", "H", "H", "C", "C", "C", "C", "C", "C", "N", "C", "C", "C", "C", "C", "C", "C", "O", "O", "C", "C", "H", "H", "H", "H", "H", "H", "H", "H", "H", "H", "H", "H", "H", "H"], "xyz": [[0.8559, -1.0399, 0.8441], [-3.3754, -0.1504, 2.5175], [-2.2087, -0.2150, 2.1279], [-1.6449, -0.1475, 0.9262], [-2.4145, -0.0422, -0.2482], [-3.7862, -0.1404, -0.2124], [-4.5027, 0.1157, -1.4187], [-3.8230, 0.3425, -2.6388], [-2.4110, 0.4625, -2.5793], [-1.7591, 0.2840, -1.4086], [-0.3253, 0.4350, -1.3882], [0.1065, 1.7220, -1.2389], [-0.6538, 2.7074, -1.4288], [1.5216, 1.9480, -0.8582], [2.5922, 1.2619, -1.4504], [3.8801, 1.6805, -1.2104], [4.1076, 2.6909, -0.3226], [2.9939, 3.2801, 0.2697], [1.7263, 2.9169, 0.0473], [-1.1934, -0.2250, 3.2688], [-0.6848, -1.4282, 3.7464], [-0.0804, -1.5561, 4.9783], [0.2056, -0.4333, 5.7017], [-0.1905, 0.7674, 5.0953], [-0.8432, 0.8931, 3.9182], [-4.3270, -0.3062, 0.7054], [-5.5827, 0.2194, -1.2980], [-4.3958, 0.6456, -3.4836], [-1.9453, 0.8754, -3.4836], [2.5152, 0.4542, -2.0645], [4.7436, 1.1604, -1.6499], [5.0887, 3.0275, -0.1172], [3.0708, 4.0917, 0.9413], [-0.9440, -2.3189, 3.1650], [0.2996, -2.4836, 5.2671], [0.7028, -0.4134, 6.6315], [0.0344, 1.7525, 5.5923], [5.2502, -1.4812, 0.2156], [5.0186, -2.4162, -0.7240], [5.7875, -3.0270, -1.8059], [5.0721, -3.9253, -2.6081], [3.7545, -4.2708, -2.4287], [2.8223, -3.4335, -1.5665], [3.6240, -2.6414, -0.5697], [3.0856, -1.8823, 0.3209], [4.0785, -1.1646, 0.8799], [4.0036, -0.1478, 1.8640], [5.0432, 0.5211, 2.4467], [4.3851, 1.6066, 3.6344], [2.8387, 1.2043, 3.1888], [2.7791, 0.3137, 2.2250], [6.1394, -1.0420, 0.4108], [6.8134, -2.7070, -1.9389], [5.6123, -4.3584, -3.4732], [3.2552, -5.0241, -3.0557], [1.9889, -4.0268, -1.2137], [6.1412, 0.4050, 2.3570], [1.9774, 1.6250, 3.6583], [-3.3389, 3.5611, -0.0925], [-2.8697, 3.9100, 1.3306], [-1.3736, 3.6736, 1.3825], [-0.8644, 3.6934, 2.7731], [0.0614, 4.5352, 3.2054], [0.8220, 4.3131, 4.6839], [0.4623, 5.6216, 2.4182], [-0.2552, 6.5853, 1.7977], [0.2489, 7.2165, 0.8971], [-1.5838, 7.0385, 2.3494], [-2.3522, 7.7819, 1.5104], [-3.5936, 8.1409, 1.9633], [-4.0979, 7.6330, 3.1241], [-3.3453, 6.7791, 3.9392], [-2.0491, 6.5047, 3.5535], [-4.4250, 3.6614, -0.1792], [-3.0830, 2.5625, -0.2473], [-2.8504, 4.4321, -0.8905], [-3.4134, 3.2906, 2.0961], [-3.0798, 5.0063, 1.4921], [-0.9185, 4.4793, 0.8288], [-1.0444, 2.7218, 1.0354], [-1.0964, 2.8710, 3.3525], [1.4511, 5.7581, 2.3576], [-1.8221, 8.1747, 0.6077], [-4.2113, 8.8442, 1.2871], [-5.1175, 7.8596, 3.4634], [-3.7317, 6.3335, 4.9022], [-1.3347, 5.8774, 4.1660], [-2.1348, -7.8085, -1.6747], [-2.1794, -6.2944, -1.4686], [-3.3997, -5.6580, -1.1666], [-3.4794, -4.3280, -0.8602], [-2.4225, -3.5277, -1.1766], [-1.2403, -4.1103, -1.7157], [-0.2039, -3.3070, -2.1922], [0.3158, -3.3991, -3.4805], [-0.3663, -4.0718, -4.5273], [0.1356, -4.2071, -5.7897], [1.2812, -3.4613, -6.0850], [2.0312, -2.9055, -5.0610], [1.5946, -2.9645, -3.7299], [2.4630, -2.4641, -2.6436], [2.9802, -1.3585, -2.7631], [0.3711, -0.6749, -1.2234], [-1.0465, -5.5174, -1.7938], [0.3010, -6.2206, -1.9870], [-3.1345, -8.2074, -1.5676], [-1.5381, -8.2849, -0.8846], [-1.8234, -8.0936, -2.6863], [-4.3024, -6.2902, -1.1214], [-4.3277, -3.8544, -0.4322], [-2.4803, -2.4273, -1.1248], [-0.2092, -2.2608, -1.9194], [-1.4007, -4.4347, -4.2294], [-0.4396, -4.7038, -6.5727], [1.6381, -3.3550, -7.0996], [2.9599, -2.4468, -5.2709], [1.0385, -5.6301, -2.5091], [0.2674, -7.2174, -2.4338], [0.7333, -6.3370, -0.9772]], "forces_ev_per_angstrom": [[0.023, 0.318, 0.106], [-0.857, -0.252, 0.451], [1.171, 1.213, -0.604], [0.543, -0.507, 0.255], [0.274, -0.346, 2.953], [-1.751, 0.452, -2.237], [0.895, -0.249, 0.392], [0.176, 0.294, 2.438], [-2.175, 0.514, -1.908], [1.808, -0.087, -0.971], [-1.336, 2.671, 0.116], [-1.356, -0.412, -0.437], [0.821, -0.978, 0.267], [1.123, -0.228, 0.124], [-0.010, 1.913, 1.191], [0.795, -0.798, -0.010], [-1.048, 0.739, 0.321], [-0.533, -0.770, -0.364], [0.392, 0.078, -0.598], [0.792, -0.308, 0.628], [-1.223, -1.112, -0.653], [0.450, 0.560, -1.004], [-0.995, 1.594, -1.286], [0.116, 1.247, 0.296], [-0.231, 0.116, 0.859], [0.202, 0.003, -0.058], [0.135, -0.256, -0.501], [-0.119, 0.000, -0.739], [0.333, -0.518, 0.564], [-0.951, -1.984, -1.621], [-0.586, 0.093, -0.016], [0.829, 0.404, 0.312], [0.432, 0.766, 0.836], [0.220, 0.122, 0.225], [0.285, -1.529, 0.571], [0.449, -0.105, 0.867], [-0.160, -1.098, -0.579], [1.006, 0.561, 0.691], [-0.859, -1.294, -1.623], [-0.459, 1.343, 1.657], [0.326, -0.324, -0.451], [-0.032, -0.696, -0.324], [1.267, 0.352, 0.071], [0.897, -2.193, -2.026], [-0.510, 1.903, 2.917], [-0.041, -0.684, -1.116], [0.222, 0.399, -0.521], [1.023, 0.367, 1.010], [1.579, 0.385, 0.062], [-0.451, -1.142, -1.291], [-1.475, 0.031, 1.022], [-0.233, -0.143, -0.149], [-0.020, -0.265, -0.319], [-0.269, -0.034, 0.658], [0.483, 0.411, 0.141], [-0.190, 0.212, 0.382], [-1.056, -0.008, 0.041], [-0.424, 0.339, 0.093], [0.229, 4.113, -0.760], [-0.823, 0.392, -0.182], [-0.327, 0.633, 1.500], [0.325, 1.265, -0.590], [-0.188, -1.167, 0.460], [0.368, 0.073, 0.333], [-0.256, -0.983, 0.452], [-0.404, 1.389, 0.054], [0.435, 0.394, -0.579], [1.078, -2.452, 0.258], [1.048, 1.236, -0.682], [-1.700, 1.907, -2.417], [-1.145, -0.610, 1.583], [-0.034, -0.232, 0.971], [0.962, -0.397, 0.585], [0.053, 0.041, 0.022], [0.670, -1.404, -1.159], [-1.157, -3.011, 2.069], [0.448, 0.529, -0.644], [0.114, -1.131, 0.275], [0.532, -0.258, -0.346], [-0.124, -0.645, -0.847], [0.360, 0.224, -0.152], [0.396, -0.125, -0.062], [-0.981, -0.452, 0.669], [0.820, -1.233, 1.355], [0.413, 0.079, -0.362], [0.264, 0.697, -1.303], [-1.297, 0.945, -0.553], [-0.388, 0.525, 0.422], [-0.162, 0.246, -1.375], [-0.224, -2.190, 0.495], [0.288, 0.387, -0.282], [1.959, 0.567, -0.829], [0.206, -0.177, -0.372], [-0.140, 2.512, 0.644], [-0.353, -1.833, -0.777], [-2.070, -0.313, 1.830], [-0.182, 1.017, -0.483], [0.668, -0.381, -0.001], [-1.155, -0.434, 0.178], [0.112, 0.514, -1.008], [-0.142, 1.293, -0.547], [0.101, -0.695, 0.004], [0.913, -1.373, -0.044], [-0.985, -0.274, 0.976], [-0.123, 0.618, 0.762], [-0.397, -0.090, 0.131], [0.167, -0.022, -0.468], [0.373, 0.075, 0.324], [0.469, 0.268, 0.291], [-0.924, 0.073, 0.085], [0.072, -0.667, 0.130], [0.057, -1.352, 0.230], [1.403, 0.166, -0.693], [0.176, 0.091, 0.214], [0.055, -0.209, -0.141], [0.851, 0.471, -0.119], [-0.001, 0.185, -0.373], [-0.300, 0.250, -0.050], [-0.117, -0.145, -0.219]], "lowdin_charge": [0.393, -0.006, -0.527, 0.138, -0.259, -0.037, -0.089, -0.086, -0.016, -0.190, -0.124, -0.363, -0.014, -0.158, 0.016, -0.068, -0.085, -0.146, 0.146, -0.193, -0.032, -0.083, -0.073, -0.154, 0.119, 0.088, 0.084, 0.069, 0.126, 0.048, 0.121, 0.083, 0.078, 0.123, 0.086, 0.083, 0.064, 0.157, -0.188, -0.101, -0.187, -0.112, -0.171, -0.229, 0.170, -0.278, -0.372, -0.357, 0.973, -0.495, 0.059, 0.149, 0.050, 0.095, 0.088, 0.118, 0.068, 0.031, -0.097, -0.229, -0.166, 0.064, -0.878, 0.575, 0.100, -0.445, 0.076, -0.160, -0.047, -0.110, -0.111, -0.074, -0.037, 0.055, 0.016, 0.157, 0.126, 0.094, 0.110, 0.097, 0.103, 0.132, 0.139, 0.130, 0.102, 0.124, 0.092, -0.070, -0.231, -0.087, -0.106, 0.007, -0.194, 0.087, -0.214, -0.030, -0.109, -0.107, -0.012, -0.106, -0.337, 0.072, -0.233, -0.161, -0.020, 0.052, 0.081, 0.075, 0.099, 0.095, 0.109, 0.139, 0.136, 0.093, 0.084, 0.105, 0.045, 0.068, 0.096], "energy_ha": -3968.44357, "e_lumo_ev": 3.47, "homo_energy_ev": -0.729, "multiplicity": 1, "relative_energy_kcal_mol": 148.0, "total_charge": -2}


(2)
{"formula": "C54H47N4O", "method": "wB97M-V/def2-TZVPD", "elements": ["C", "O", "C", "C", "C", "C", "C", "C", "C", "C", "N", "C", "C", "C", "C", "C", "C", "C", "N", "C", "H", "H", "H", "H", "H", "H", "H", "H", "H", "H", "H", "H", "H", "H", "H", "H", "H", "H", "C", "C", "C", "C", "N", "C", "C", "C", "C", "C", "C", "C", "C", "C", "C", "C", "C", "C", "C", "C", "N", "C", "C", "C", "C", "C", "C", "C", "C", "C", "C", "C", "C", "C", "C", "C", "C", "C", "C", "H", "H", "H", "H", "H", "H", "H", "H", "H", "H", "H", "H", "H", "H", "H", "H", "H", "H", "H", "H", "H", "H", "H", "H", "H", "H", "H", "H", "H"], "xyz": [[0.0059, 1.5679, 3.5074], [1.3159, 0.9590, 3.6122], [1.4785, -0.3663, 3.6727], [0.3182, -1.2618, 3.8628], [-0.1178, -2.1573, 2.8637], [-1.2028, -2.9874, 3.1309], [-1.8853, -2.9147, 4.3525], [-1.4651, -2.0027, 5.3332], [-0.3638, -1.1943, 5.0955], [2.7638, -0.7792, 4.1355], [3.1374, -2.0737, 4.3999], [2.3161, -3.2221, 4.6963], [4.5115, -2.1298, 4.5888], [4.9970, -0.8424, 4.4909], [6.3594, -0.5675, 4.6620], [7.2247, -1.6710, 4.7797], [6.7180, -2.9847, 4.8794], [5.3362, -3.2201, 4.8533], [3.9125, -0.0150, 4.2233], [4.0280, 1.4179, 4.2885], [0.2430, 2.6380, 3.4165], [-0.4938, 1.1449, 2.6225], [-0.6294, 1.3711, 4.3871], [0.4172, -2.1746, 1.9133], [-1.5329, -3.6989, 2.3659], [-2.7418, -3.5642, 4.5336], [-1.9999, -1.9099, 6.2827], [-0.0068, -0.4748, 5.8354], [2.9813, -3.9654, 5.1536], [1.5322, -2.9568, 5.4227], [1.8810, -3.6918, 3.8011], [6.7208, 0.4604, 4.6819], [8.3090, -1.5215, 4.7744], [7.4075, -3.8319, 4.9485], [4.9133, -4.2150, 5.0017], [5.0428, 1.6404, 4.6402], [3.9024, 1.9178, 3.3169], [3.3079, 1.8143, 5.0166], [1.3633, -6.4714, -3.2686], [2.5586, -5.9184, -2.7974], [2.8370, -4.5738, -3.0404], [1.9165, -3.7984, -3.7501], [2.2041, -2.4110, -3.9537], [2.7395, -2.0259, -5.2227], [1.8647, -1.8167, -6.2970], [2.3735, -1.5568, -7.5725], [3.7525, -1.5012, -7.7782], [4.6247, -1.7153, -6.7102], [4.1210, -1.9952, -5.4348], [1.7342, -1.4877, -2.9933], [2.6241, -0.6117, -2.3448], [2.1914, 0.1802, -1.2888], [0.8106, 0.2544, -0.9385], [0.3181, 1.1128, 0.1238], [-0.8189, 1.9647, -0.1093], [-1.5634, 2.6703, 0.8924], [-2.7505, 3.3142, 0.6274], [-3.2559, 3.4146, -0.6870], [-4.4963, 4.0062, -0.9036], [-4.9284, 4.4933, -2.1735], [-5.7985, 3.7240, -2.9533], [-6.4036, 4.2815, -4.0843], [-6.1714, 5.6203, -4.4173], [-5.2596, 6.3742, -3.6698], [-4.6206, 5.8058, -2.5643], [-5.4917, 3.9918, 0.1350], [-5.7247, 5.1320, 0.9127], [-6.6192, 5.0601, 1.9840], [-7.3091, 3.8744, 2.2431], [-7.1399, 2.7705, 1.4056], [-6.2421, 2.8310, 0.3386], [-2.4831, 2.8595, -1.7311], [-1.3107, 2.1756, -1.4467], [-0.0898, -0.5730, -1.6779], [0.3744, -1.4569, -2.6469], [0.7256, -4.3426, -4.2238], [0.4448, -5.6912, -3.9757], [1.1562, -7.5235, -3.0863], [3.2844, -6.5132, -2.2437], [3.7603, -4.0958, -2.7141], [0.7893, -1.8822, -6.1248], [1.6844, -1.3926, -8.4009], [4.1519, -1.2953, -8.7689], [5.7025, -1.6620, -6.8519], [4.7790, -2.2074, -4.5918], [3.6549, -0.5934, -2.6944], [2.9077, 0.7749, -0.7167], [0.9476, 1.2665, 1.0074], [-1.2059, 2.6897, 1.9184], [-3.3055, 3.7870, 1.4391], [-6.0221, 2.6996, -2.6528], [-7.0665, 3.6687, -4.7003], [-6.6925, 6.0736, -5.2616], [-5.0404, 7.4098, -3.9412], [-3.9256, 6.3860, -1.9568], [-5.2084, 6.0596, 0.6569], [-6.7610, 5.9377, 2.6136], [-7.9897, 3.8169, 3.0897], [-7.6973, 1.8510, 1.5785], [-6.1317, 1.9991, -0.3600], [-2.8350, 2.9516, -2.7552], [-0.7403, 1.7624, -2.2776], [-1.1572, -0.5555, -1.4390], [-0.3238, -2.0884, -3.1950], [0.0334, -3.7089, -4.7801], [-0.4917, -6.1175, -4.3412]], "forces_ev_per_angstrom": [[1.227, -1.109, 0.250], [-1.148, 3.651, -0.265], [2.903, -3.180, 1.345], [-0.557, -0.108, -0.057], [0.055, 0.591, 0.841], [-0.313, -0.245, -0.053], [0.338, 0.199, -0.085], [-0.274, -0.131, -0.028], [-0.095, 0.011, -0.687], [-2.791, 0.795, -1.404], [0.414, -0.800, 0.264], [-0.101, -0.368, 0.253], [0.133, -0.890, 0.154], [0.997, 0.415, 0.102], [-0.359, -0.381, -0.233], [-0.250, -0.393, 0.069], [0.101, 0.499, -0.079], [0.108, 0.240, -0.231], [0.409, 0.171, 0.076], [0.017, 0.510, 0.225], [-0.346, -0.361, -0.054], [0.020, 0.195, 0.432], [0.251, 0.146, -0.237], [-0.163, -0.105, 0.223], [0.078, 0.249, 0.332], [0.232, 0.178, -0.027], [0.151, -0.183, -0.335], [-0.127, -0.309, -0.086], [-0.392, 0.220, -0.027], [0.238, -0.269, -0.397], [0.011, 0.297, 0.263], [0.087, -0.368, -0.171], [-0.466, 0.022, 0.161], [-0.267, 0.393, 0.121], [0.342, 0.261, -0.185], [-0.374, 0.038, -0.036], [-0.130, -0.236, 0.253], [0.250, 0.067, -0.325], [0.072, 0.062, 0.025], [-0.057, 0.273, -0.147], [-0.317, -0.027, -0.211], [-0.277, -0.074, 0.125], [0.022, 0.343, 0.464], [0.221, -0.038, -0.503], [0.311, 0.102, -0.051], [-0.071, 0.022, 0.250], [0.006, -0.021, 0.227], [-0.158, -0.004, 0.290], [-0.250, 0.133, -0.174], [-0.038, -0.013, -0.267], [-0.209, 0.266, 0.057], [-0.255, -0.021, 0.257], [-0.033, -0.753, -0.219], [-0.572, 1.690, -1.382], [0.381, -0.578, -0.201], [-0.307, 0.263, 0.421], [0.583, -0.184, 0.651], [-1.497, 0.223, -0.206], [1.608, -0.721, 0.200], [-0.506, 0.369, -0.952], [0.015, 0.211, -0.100], [0.114, 0.075, 0.111], [0.234, -0.126, 0.157], [0.078, -0.229, 0.008], [-0.220, -0.243, 0.155], [-0.391, 0.250, 0.517], [0.025, -0.316, -0.078], [0.131, -0.008, -0.239], [0.138, 0.011, -0.133], [0.101, 0.075, -0.124], [0.116, 0.166, 0.115], [0.838, -0.165, -0.134], [-0.687, -0.134, -0.333], [0.232, 0.029, 0.149], [-0.124, 0.364, 0.260], [0.089, -0.517, 0.162], [0.130, 0.240, -0.047], [-0.012, 0.205, -0.028], [-0.272, 0.022, -0.169], [-0.203, -0.215, 0.037], [0.282, 0.077, -0.087], [0.205, -0.063, 0.182], [-0.103, -0.036, 0.192], [-0.238, -0.063, -0.059], [-0.072, 0.089, -0.259], [-0.139, -0.019, 0.314], [-0.163, -0.143, -0.256], [-0.328, -0.234, -0.069], [-0.221, -0.012, -0.454], [0.231, -0.166, -0.222], [0.038, 0.267, -0.116], [0.170, 0.248, 0.266], [0.201, -0.161, 0.219], [-0.115, -0.369, 0.087], [-0.177, -0.089, -0.160], [-0.062, -0.278, 0.231], [-0.051, -0.240, -0.148], [0.122, 0.011, -0.188], [0.076, 0.261, -0.020], [0.075, 0.124, 0.382], [0.184, 0.047, 0.136], [-0.182, 0.153, 0.190], [0.394, 0.005, -0.035], [0.177, 0.099, 0.308], [0.158, -0.269, 0.123], [0.338, 0.042, 0.140]], "lowdin_charge": [-0.059, -0.149, -0.235, -0.230, -0.048, -0.085, -0.077, -0.075, -0.058, -0.121, -0.018, -0.002, -0.164, -0.159, -0.013, -0.094, -0.094, -0.018, -0.020, -0.016, 0.106, 0.059, 0.096, 0.114, 0.106, 0.103, 0.108, 0.129, 0.079, 0.102, 0.098, 0.099, 0.102, 0.103, 0.101, 0.079, 0.095, 0.100, -0.081, -0.069, -0.005, -0.227, -0.033, -0.217, -0.012, -0.072, -0.081, -0.071, -0.014, -0.173, 0.024, 0.009, -0.218, 0.130, -0.173, 0.008, 0.025, -0.149, 0.016, -0.235, -0.013, -0.063, -0.071, -0.065, -0.007, -0.235, -0.009, -0.063, -0.071, -0.062, -0.010, 0.028, 0.008, -0.017, 0.020, -0.027, -0.067, 0.105, 0.108, 0.118, 0.110, 0.107, 0.107, 0.107, 0.113, 0.122, 0.125, 0.128, 0.080, 0.127, 0.114, 0.112, 0.111, 0.112, 0.120, 0.123, 0.111, 0.110, 0.111, 0.118, 0.123, 0.122, 0.127, 0.113, 0.106, 0.108], "energy_ha": -2379.88406, "e_lumo_ev": -4.65, "homo_energy_ev": -7.677, "multiplicity": 1, "total_charge": 1}


> Number 1 is which compound?

C54H47N10NaO5S2